[1]
Density functional theory data (the ωB97M-V functional and the def2-TZVPD basis) for a structure of composition C30H22MnNO3PS2.

Last column: Mulliken charge in e.
Element x y z (Å)
Mn 0.5454 -0.7475 2.0169  -0.7744
O 3.1328 0.5549 2.1282  -0.4671
S 2.1165 1.7445 2.6605  1.6554
O 2.8777 2.5853 3.4995  -0.6767
O 1.0152 0.9735 3.2141  -0.6359
C 1.5896 2.6093 1.2219  0.0607
C 1.8471 3.9733 1.2543  -0.5643
C 1.4088 4.7744 0.2107  -0.8274
C 0.7340 4.2034 -0.8524  -0.7156
C 0.4976 2.8337 -0.8825  -0.5454
C 0.9076 2.0026 0.1533  -0.5559
P 0.6890 0.1900 -0.0101  3.4541
C -0.7015 -0.0242 -1.1684  0.2651
C -1.8925 0.6872 -1.0003  -0.1966
C -2.9638 0.4645 -1.8480  -1.0071
C -2.8689 -0.4811 -2.8613  -0.7290
C -1.6927 -1.1923 -3.0337  -0.7799
C -0.6096 -0.9610 -2.1965  -0.7686
C 2.1575 -0.2672 -0.9950  0.7615
C 2.9859 0.6698 -1.6080  -0.9368
C 4.0928 0.2566 -2.3375  -0.7407
C 4.3789 -1.0925 -2.4691  -0.7450
C 3.5585 -2.0352 -1.8637  -0.8840
C 2.4618 -1.6230 -1.1268  -0.3320
H 2.3786 4.3993 2.0932  0.5960
H 1.6008 5.8380 0.2345  0.4508
H 0.3953 4.8196 -1.6745  0.4709
H -0.0098 2.4035 -1.7351  0.5651
H -1.9895 1.4157 -0.2054  0.7074
H -3.8776 1.0277 -1.7110  0.4646
H -3.7096 -0.6556 -3.5200  0.4279
H -1.6078 -1.9221 -3.8279  0.4730
H 0.3068 -1.5094 -2.3623  0.4093
H 2.7855 1.7290 -1.5205  0.3725
H 4.7315 0.9956 -2.8025  0.4545
H 5.2420 -1.4109 -3.0381  0.4109
H 3.7782 -3.0903 -1.9597  0.4739
H 1.8338 -2.3660 -0.6518  0.4673
C -0.7894 -4.4806 0.2128  -0.8725
C -2.1471 -4.2359 0.0611  -0.6527
C -2.6679 -3.0450 0.5220  -0.8747
C -1.8307 -2.1083 1.1214  1.3152
N -0.5052 -2.3413 1.2385  -0.0477
C -0.0119 -3.5103 0.8050  -0.1249
C -2.2750 -0.8074 1.6360  0.4809
C -3.6232 -0.4625 1.7147  -0.6216
C -3.9891 0.8068 2.1243  -0.9729
C -3.0043 1.7247 2.4632  -0.8702
C -1.6628 1.3689 2.4122  0.0920
C -1.2642 0.0957 2.0037  0.4949
H -0.3360 -5.4047 -0.1147  0.4748
H -2.7907 -4.9687 -0.4070  0.4589
H -3.7199 -2.8300 0.4134  0.3791
H 1.0468 -3.6634 0.9518  0.3901
H -4.3946 -1.1767 1.4583  0.4053
H -5.0347 1.0768 2.1854  0.4234
H -3.2824 2.7204 2.7856  0.4575
H -0.9317 2.1087 2.7052  0.4051
S 2.7041 -2.0937 2.2901  -0.2746
C 2.3837 -0.5470 1.9919  0.4760

Its charge is +1. The value obtained for the highest occupied orbital energy (spin up / spin down) is -11.230 / -11.178 eV. The spin multiplicity is 1. The value obtained for the LUMO energy (spin up / spin down) is -3.25 / -3.19 eV.

---

[2]
Density functional theory data (the ωB97M-V functional and the def2-TZVPD basis) for a cluster of 2 separate species, C4H8FN in total.

Last column: Mulliken charge in e.
Element x y z (Å)
H -2.2054 1.7295 1.7790  0.2648
N -1.5834 1.0885 2.2592  -0.5154
C -0.4163 1.0496 1.8684  0.1071
F 0.1015 1.8059 0.8794  -0.2610
H 0.3284 0.4006 2.3016  0.4109
C -0.7908 -0.9523 -0.4202  -0.9526
C 0.5182 -1.0139 -0.5840  0.2291
C 1.2626 -0.3061 -1.6658  -1.0483
H -1.2993 -1.4681 0.3761  0.3305
H -1.4122 -0.3865 -1.0964  0.2374
H 1.1221 -1.5890 0.1057  0.3331
H 1.7684 0.5690 -1.2554  0.2218
H 2.0213 -0.9547 -2.1015  0.3265
H 0.5849 0.0275 -2.4460  0.3160

The value obtained for the highest occupied orbital energy is -9.696 eV. Its structure (SMILES) is [H]/N=C\F.C=CC. The spin multiplicity is 1. The value obtained for the LUMO energy is 1.19 eV. For the relative energy (zero: lowest compared OMol25 entry of this formula, charge and spin), the calculation gives 21.5 kcal per mole.

---

[3]
Density functional theory data (the ωB97M-V functional and the def2-TZVPD basis) for an isolated molecule of C17H16NO5PS.

Last column: Mulliken charge in e.
Element x y z (Å)
C 0.6093 -0.3375 -5.0251  -0.9200
O 1.0555 -0.9340 -3.7861  -0.1613
P 0.6542 -2.5401 -3.7045  0.6698
S 2.0676 -3.4187 -4.7408  -0.3983
O -0.7234 -2.8516 -4.4917  -0.3353
C -1.0888 -4.2874 -4.6680  -0.7089
O 0.6644 -3.0506 -2.1344  -0.4459
C -0.0548 -2.1776 -1.3359  0.5613
C -1.3137 -2.3759 -0.8616  -1.0128
C -1.8307 -1.3868 -0.0054  -0.2747
C -1.0998 -0.2701 0.3107  0.0690
C 0.2106 -0.1307 -0.1448  0.2015
C 0.7845 -1.1522 -0.8890  0.0415
C 0.6529 1.1540 0.3450  0.1067
O 1.7542 1.6283 0.1063  -0.6440
N -0.3536 1.6504 1.1913  0.3020
C -0.1658 2.9007 1.9690  -1.6587
C 0.3253 2.7501 3.3372  0.8967
C 1.6345 3.2186 3.7607  -0.5079
C 1.9857 2.9961 5.1451  -0.4776
C 1.0372 2.4220 5.9521  -0.5175
C -0.2381 2.1386 5.5036  -0.4504
C -0.5586 2.2713 4.2297  -0.2933
C -1.4095 0.8095 1.1267  0.3874
O -2.3639 1.0885 1.7813  -0.6692
H 0.6879 0.6983 -5.0640  0.3341
H 0.9248 -0.7609 -5.8809  0.4338
H -0.4978 -0.4146 -5.0651  0.3142
H -2.0610 -4.5017 -4.3363  0.2945
H -1.1705 -4.5017 -5.7756  0.2621
H -0.3498 -5.0039 -4.1887  0.3322
H -2.0076 -3.1707 -0.9666  0.5512
H -2.8009 -1.5887 0.5359  0.3811
H 1.7974 -0.9580 -1.2030  0.5079
H -1.1485 3.4045 1.9797  0.3940
H 0.4341 3.5522 1.3789  0.5785
H 2.4697 3.5765 3.1434  0.3531
H 2.9101 3.4659 5.5321  0.3296
H 1.2275 2.1759 6.9153  0.4756
H -1.0730 1.8081 6.1515  0.3101
H -1.5775 2.1036 3.8719  0.3880

The value obtained for the highest occupied orbital energy is -8.546 eV. Its structure (SMILES) is COP(=S)(OC)Oc1ccc2c(c1)C(=O)N(Cc1ccccc1)C2=O. The spin multiplicity is 1. The value obtained for the LUMO energy is -0.70 eV.

---

[4]
Density functional theory data (the ωB97M-V functional and the def2-TZVPD basis) for a structure of composition BaCl2Ni2O8Pb.

Last column: Mulliken spin population.
Element x y z (Å)
Ni 19.8207 6.3780 11.3936  1.2666
Ni 25.8083 4.4768 9.5844  1.7155
Ba 22.8137 10.4908 7.3879  -0.0017
Pb 24.6116 10.7188 12.6862  0.0000
Cl 23.8502 7.5178 10.3126  -0.0023
O 24.4755 8.3141 11.4106  -0.0001
O 22.4532 7.5420 10.6527  0.0067
O 23.8650 8.3576 9.1637  -0.0001
O 24.2315 6.2129 9.7816  0.0125
Cl 26.5943 10.2613 7.3219  -0.0913
O 25.4668 9.7382 6.5168  0.1537
O 26.0979 10.2742 8.6174  0.1116
O 27.9014 9.6201 7.1466  0.1498
O 26.8347 11.6340 6.9423  0.6792

Its charge is +6. The value obtained for the highest occupied orbital energy (spin up / spin down) is -28.623 / -27.163 eV. The spin multiplicity is 5. The value obtained for the LUMO energy (spin up / spin down) is -21.70 / -24.95 eV.

---

no.,F_max (eV Å⁻¹)
1,0.2
2,0.8
3,4.7
4,6.4